{
  "formula": "C32H22BBrN8O6Pt",
  "method": "ωB97M-V/def2-TZVPD",
  "elements": ["Pt", "C", "C", "N", "N", "C", "B", "N", "C", "C", "C", "N", "N", "C", "C", "C", "N", "H", "H", "H", "H", "H", "H", "H", "H", "H", "H", "N", "C", "C", "C", "C", "C", "C", "C", "C", "C", "H", "H", "H", "H", "O", "C", "O", "C", "C", "C", "C", "C", "C", "N", "O", "O", "H", "H", "H", "H", "Br", "C", "C", "C", "C", "C", "C", "C", "O", "O", "H", "H", "H", "H"],
  "coordinates": [[0.42344, 1.17472, -0.27205], [3.58163, 2.53966, 2.07319], [2.68057, 1.53956, 1.73274], [1.68982, 2.07848, 1.02093], [1.94380, 3.39262, 0.85118], [3.07356, 3.69300, 1.49541], [0.94482, 4.24208, 0.01742], [1.13168, 3.85040, -1.45417], [1.59726, 4.50032, -2.52840], [1.55209, 3.64088, -3.61104], [1.03216, 2.45033, -3.10363], [0.75611, 2.60639, -1.81502], [-0.48057, 3.80730, 0.46670], [-1.42928, 4.54888, 1.05448], [-2.49599, 3.73617, 1.38887], [-2.11880, 2.46235, 0.97089], [-0.91616, 2.52977, 0.41562], [4.47426, 2.44086, 2.66473], [2.67179, 0.48815, 1.96842], [3.43353, 4.70837, 1.51550], [1.09710, 5.41183, 0.20434], [1.91897, 5.52596, -2.45268], [1.85512, 3.84552, -4.62214], [0.84241, 1.50792, -3.58537], [-1.27693, 5.60600, 1.19210], [-3.41603, 4.02281, 1.86575], [-2.63112, 1.51677, 1.03095], [-3.18360, -4.42562, 7.12749], [-2.74923, -3.78514, 6.27779], [-2.20421, -2.98337, 5.21454], [-1.86942, -1.65224, 5.45335], [-1.34477, -0.88189, 4.43266], [-1.14971, -1.43098, 3.16411], [-1.49052, -2.76635, 2.93206], [-2.01363, -3.53971, 3.95095], [-0.60430, -0.64537, 2.09640], [-0.14331, 0.01339, 1.20122], [-2.02167, -1.23106, 6.43766], [-1.07733, 0.15121, 4.61023], [-1.34312, -3.18038, 1.94291], [-2.27908, -4.57335, 3.77570], [-0.37783, -1.80288, -1.23771], [-0.96526, -0.91577, -1.81193], [-0.79424, 0.38022, -1.64322], [-1.99155, -1.21886, -2.87840], [-2.21418, -2.55152, -3.20443], [-3.14202, -2.88733, -4.17476], [-3.83310, -1.86702, -4.80269], [-3.63282, -0.53362, -4.49882], [-2.70116, -0.21287, -3.52557], [-4.82744, -2.21543, -5.83951], [-4.97993, -3.39100, -6.10051], [-5.43333, -1.30456, -6.36712], [-1.64649, -3.31306, -2.68803], [-3.33427, -3.91347, -4.44935], [-4.19925, 0.22477, -5.01766], [-2.52640, 0.81846, -3.26050], [6.42729, -4.06342, 0.65235], [4.71234, -3.25375, 0.66751], [3.77901, -3.66590, 1.60753], [2.52756, -3.07339, 1.60168], [2.22100, -2.07721, 0.68285], [3.16592, -1.66015, -0.23979], [4.42210, -2.26911, -0.25459], [2.95509, -0.57523, -1.26669], [3.73632, -0.48538, -2.18950], [2.01182, 0.35077, -1.17572], [4.02734, -4.44147, 2.31897], [1.77691, -3.39499, 2.31319], [1.22568, -1.67006, 0.66809], [5.14955, -1.95304, -0.98745]],
  "forces_ev_per_a": [[0.2, 0.7, -0.1], [0.0, 0.1, 0.0], [-0.2, 0.1, 0.1], [0.4, -0.1, -0.5], [-0.2, -0.1, 0.2], [0.0, 0.0, 0.1], [0.1, 0.0, 0.0], [-0.4, 0.0, 0.0], [0.0, 0.0, 0.0], [0.0, 0.0, 0.0], [-0.1, 0.1, 0.0], [0.6, -0.2, 0.2], [-0.1, 0.1, 0.1], [0.0, 0.0, 0.0], [0.0, 0.0, 0.0], [0.0, 0.0, -0.1], [0.0, -0.2, -0.1], [0.0, 0.0, 0.0], [0.0, 0.0, -0.1], [0.0, 0.0, 0.0], [0.1, 0.0, 0.0], [0.0, 0.0, 0.0], [0.0, 0.0, 0.0], [0.0, -0.1, 0.0], [0.0, 0.0, 0.0], [0.0, 0.0, 0.0], [0.0, 0.0, 0.0], [0.0, 0.0, 0.0], [0.0, 0.0, 0.0], [0.0, 0.0, 0.0], [0.0, 0.0, 0.0], [0.0, 0.0, 0.0], [0.0, -0.1, -0.1], [0.0, 0.0, 0.0], [0.0, 0.0, 0.0], [-0.1, 0.2, 0.2], [0.1, -0.2, -0.2], [0.0, 0.0, 0.0], [0.0, 0.0, 0.0], [0.0, 0.0, 0.0], [0.0, 0.0, 0.0], [0.0, 0.1, 0.2], [0.2, 0.1, -0.1], [-0.3, 0.0, 0.2], [0.0, 0.1, 0.0], [0.0, 0.0, 0.0], [0.0, 0.0, 0.0], [0.0, 0.0, 0.0], [0.0, 0.0, 0.0], [0.0, 0.0, 0.0], [0.0, 0.0, 0.0], [0.0, 0.0, 0.0], [0.0, 0.0, 0.0], [0.0, 0.0, 0.0], [0.0, 0.0, 0.0], [0.0, 0.0, 0.0], [0.0, 0.0, 0.0], [0.0, 0.0, 0.0], [0.0, 0.0, 0.0], [0.0, 0.0, 0.0], [0.0, 0.0, 0.0], [-0.1, -0.1, 0.0], [0.0, 0.1, 0.0], [0.0, 0.1, 0.0], [0.1, 0.2, 0.0], [-0.1, -0.1, 0.0], [-0.3, -0.5, 0.1], [0.0, 0.0, 0.0], [0.0, 0.0, 0.0], [0.0, 0.0, -0.1], [0.0, 0.0, 0.0]],
  "relative_energy_kcal_mol": 18.5,
  "largest_force_ev_per_a": 0.7,
  "gap_ev": 8.35,
  "total_charge": 0,
  "homo_ev": -8.961
}